Molecular formula: C34H68Br8Cl26
Method: DFT, ωB97M-V/def2-TZVPD

ORCA input file:
```
! RIJCOSX wB97M-V def2-TZVPD def2/J DEFGRID3
* xyz 0 1
Cl 5.389 -6.106 -2.060
Cl -4.517 0.257 1.548
C 2.019 5.273 1.294
H -2.714 -1.351 -0.757
Br -0.145 4.397 -0.505
Cl -5.863 0.865 -2.712
C -3.100 4.203 1.124
C 0.554 -3.930 3.602
C -4.400 4.027 -4.024
H 3.285 -5.390 -0.909
Cl -0.707 1.413 -5.575
C -3.884 -0.448 5.698
C 1.959 1.164 4.866
H 6.409 -0.359 -3.016
H 2.423 5.006 -0.861
C 0.115 -4.865 -3.216
H -5.619 5.739 -4.288
H -5.420 -1.191 -3.700
C 1.386 2.536 5.216
H -2.215 -3.772 0.380
Cl 0.666 -1.050 -3.587
H 1.232 1.103 0.815
H 7.131 1.608 0.551
H 1.599 -3.623 3.559
H 2.223 -0.746 -5.333
C 0.088 -0.435 -0.200
Cl -0.398 -2.723 2.739
H -6.826 1.773 2.810
Br 2.494 3.516 2.020
C -5.605 4.821 -3.700
H -1.831 5.813 -5.233
Cl -3.551 4.918 -0.445
C 1.613 5.354 -0.220
H -2.151 -1.658 5.650
H 2.075 1.261 3.786
C -2.477 -0.684 5.286
C -3.687 0.046 -4.154
H 1.006 1.438 -4.094
H 0.910 -5.401 1.990
H 1.126 5.651 1.793
Br 5.479 3.671 -0.061
H 1.297 6.372 -0.447
H -2.643 3.230 0.944
C 0.928 0.966 -5.073
C -5.156 -0.165 -3.960
H 4.365 -2.707 -3.149
Br 3.737 0.770 5.670
H -0.670 -5.988 -1.549
H 5.381 -1.044 4.403
C -6.283 -0.059 1.600
H -5.449 5.125 -2.665
H 2.142 3.263 4.921
Br 5.955 1.431 2.740
C -6.907 0.686 2.796
H 1.210 2.617 6.289
C 6.207 1.096 0.816
Cl 1.729 -4.390 -3.757
H -0.401 6.879 -5.149
C 0.893 0.075 0.945
C 0.241 -5.428 -1.758
H -4.770 5.134 2.132
C -3.386 -2.198 -0.617
H -2.880 -2.444 1.432
H 5.953 -6.030 0.615
H 3.904 -7.023 -0.599
H -0.601 -4.049 -3.317
H -4.311 3.208 -3.311
H 5.824 -1.209 -4.513
Cl 4.224 0.180 -3.494
H -3.339 -0.222 -3.157
H -4.103 0.605 5.523
C 4.999 -5.513 0.512
H 6.588 -1.636 3.236
Cl 7.272 -1.826 5.533
H 5.957 -3.047 -2.822
H -5.104 3.425 1.511
Cl -7.202 4.037 -3.895
Cl -4.491 -4.105 0.959
Cl -1.509 6.796 -3.074
C -0.964 6.098 -4.637
Cl -1.469 0.433 6.187
H -6.533 0.359 3.767
Cl -4.097 3.507 3.633
Cl 0.564 4.345 -5.957
H 5.263 -4.462 0.389
Cl -1.212 -5.868 2.873
Cl 0.486 -4.159 -0.630
H 4.550 -3.097 3.283
Cl -5.139 -1.449 4.852
H 1.595 1.460 -5.780
H -3.544 1.103 -4.375
C 0.509 -5.379 3.003
C -0.106 4.845 -4.395
H 0.644 -0.389 -1.137
H -4.057 -0.765 6.727
H 6.099 -3.916 3.456
H 4.155 1.472 0.391
H 0.990 -6.194 -1.555
H -3.462 4.570 -3.912
Cl 4.822 -4.028 5.461
H 0.960 -6.131 3.650
H 0.214 -3.996 4.635
H 6.221 0.007 0.755
H 0.754 4.995 -3.742
H 5.202 1.347 -1.043
H 2.845 5.956 1.489
H -2.230 -0.497 4.241
H -0.198 -5.539 -4.013
Cl -8.639 0.104 2.980
C 1.191 -0.475 -5.112
Cl 3.902 -5.733 1.900
C -4.401 4.121 1.969
H -6.459 -1.135 1.595
Cl 5.254 -1.918 -0.948
H 1.240 0.441 5.251
Cl -4.551 3.243 -5.677
H -6.757 0.271 0.675
H -4.439 -1.942 -0.500
H -5.725 0.154 -4.833
H -2.406 4.846 1.667
Br -1.509 0.785 -0.378
Cl -3.425 -3.178 -2.145
Br -0.274 2.805 4.168
Br 2.477 -1.078 1.121
H -0.285 -1.449 -0.058
Cl -2.860 -0.878 -5.442
C 5.136 1.712 -0.018
C 5.421 -3.205 3.928
H 0.324 0.004 1.872
C 5.233 -2.245 -2.681
C 5.615 -0.948 -3.476
C 6.118 -1.821 4.202
H 0.712 -0.959 -5.963
C -3.043 -3.089 0.569
H -0.571 3.985 -3.914
C 4.184 -5.977 -0.721
*
```

LUMO: 0.0602 eV
frontier orbital gap: 9.8 eV
electronic energy: -33893.4077 hartree